Molecular formula: C38H31Cl2GeN4O5SSeSn
Method: DFT, the ωB97M-V functional and the def2-TZVPD basis

ORCA input file:
```
! wB97M-V def2-TZVPD RIJCOSX def2/J DEFGRID3
* xyz 0 2
Sn -1.1011 -0.2865 0.6240
Cl 0.9116 -3.4574 2.7396
C 2.7042 -3.4769 2.6442
C 3.3464 -4.6758 2.5505
C 4.7186 -4.6510 2.2756
C 5.4508 -3.4664 2.2960
C 4.8033 -2.2634 2.5570
Cl 5.7498 -0.8256 2.8624
C 3.3465 -2.2396 2.5365
S 2.5156 -0.6889 2.4377
H 2.7726 -5.5509 2.8327
H 5.2603 -5.5868 2.2147
H 6.5521 -3.4757 2.0983
O -2.2928 -0.9852 -1.0361
C -2.9340 -2.1152 -0.8867
C -2.6197 -3.1088 -1.7856
C -3.2697 -4.3349 -1.7133
C -4.2292 -4.5030 -0.7350
C -4.5488 -3.5071 0.1946
C -3.7955 -2.2922 0.1931
C -4.0571 -1.2042 1.1370
N -3.1679 -0.4182 1.6686
C -3.7522 0.4320 2.5617
C -5.0606 0.1583 2.5198
N -5.2888 -0.8743 1.6489
H -1.8767 -2.8982 -2.6303
H -3.0403 -5.1733 -2.3775
H -4.7692 -5.4264 -0.7183
H -5.2787 -3.6982 0.9755
H -3.1933 1.1989 3.0698
H -5.7871 0.6746 3.1324
H -6.1739 -1.2645 1.3400
N -3.8449 1.6155 -0.8987
C -3.1464 2.3978 -0.0314
C -3.5437 3.7142 0.3445
C -2.8413 4.4264 1.2637
C -1.7167 3.8864 1.8617
C -1.3025 2.6909 1.3337
N -2.0081 1.8954 0.4860
H -4.7961 1.8292 -1.1397
H -3.4263 0.6661 -1.0803
H -4.4465 4.1083 -0.0066
H -3.2610 5.3839 1.4963
H -1.1132 4.4709 2.5615
H -0.3962 2.2041 1.6656
O 0.0146 0.5807 5.5259
Se 0.4195 0.5932 4.0000
O 1.1367 1.8332 3.2992
O 1.7680 -0.6649 3.8798
O -0.7858 -0.0296 3.0079
C -0.2371 1.0868 -5.6088
C 0.9902 0.5985 -5.2741
C 1.2931 0.4023 -3.9505
C 0.3485 0.6423 -2.9530
C -0.9206 1.0584 -3.2759
C -1.2171 1.2645 -4.5987
Ge 0.9189 0.6159 -1.0744
C 2.5063 -0.5141 -1.0656
C 3.7513 -0.0091 -1.3889
C 4.9173 -0.7352 -1.2072
C 4.8807 -2.1083 -0.9433
C 3.6204 -2.6556 -0.6467
C 2.4479 -1.8738 -0.7255
C 1.4145 2.3899 -0.6408
C 2.1738 2.7885 0.4362
C 2.4266 4.1877 0.6673
C 1.7519 5.0945 -0.1091
C 0.9607 4.6998 -1.1289
C 0.7355 3.3728 -1.4643
H -0.5087 1.2972 -6.6386
H 1.7674 0.4998 -6.0702
H 2.3554 0.1823 -3.6936
H -1.6092 1.1888 -2.4315
H -2.2069 1.5867 -4.9133
H 3.8153 1.0107 -1.6892
H 5.8305 -0.2548 -1.4124
H 5.8003 -2.6991 -0.9473
H 3.5851 -3.6590 -0.2618
H 1.5380 -2.3728 -0.4469
H 2.6367 2.1973 1.1823
H 3.0389 4.4366 1.5300
H 1.8861 6.1744 0.0455
H 0.5405 5.4724 -1.7453
H 0.1629 3.0169 -2.3525
*
```

Values from the calculation:
relative energy (zero: lowest compared OMol25 entry of this formula, charge and spin): 1.6608 eV
molecular weight: 996.9 Da
electronic energy: -219677.192 eV
Kohn-Sham gap (alpha / beta): 6.8 / 7.0 eV

Molecular formula: C5H9ClI2O2PRu
Method: DFT, the ωB97M-V functional and the def2-TZVPD basis

ORCA input file:
```
! wB97M-V def2-TZVPD RIJCOSX def2/J DEFGRID3
* xyz 2 6
I -0.3752 -2.6762 -0.0529
I -0.3779 2.6773 -0.0364
Ru 0.0503 0.0001 0.0907
P 0.1907 -0.0011 -2.3664
C -1.4616 -0.0143 -3.1568
C 1.0555 1.4492 -3.0416
H 2.0244 -1.5325 -2.4957
H 1.2714 -1.2542 -4.1062
H 0.4771 -2.3411 -2.9033
C 1.0791 -1.4359 -3.0407
H 2.0082 1.5485 -2.5094
H 1.2317 1.2794 -4.1120
H -1.3346 -0.0131 -4.2511
H -2.0129 0.8827 -2.8376
H 0.4467 2.3473 -2.8854
H -1.9964 -0.9212 -2.8374
C -1.8005 -0.0005 0.0784
O -2.9664 -0.0004 0.0270
Cl 2.4106 0.0059 -0.2393
O 0.0275 -0.0125 3.0842
C 0.0062 -0.0078 1.9305
*
```

Values from the calculation:
molecular weight: 522.4 Da
electronic energy: -50000.897 eV
Kohn-Sham gap (alpha / beta): 7.7 / 5.5 eV

Molecular formula: C4H8N2S2
Method: DFT, the ωB97M-V functional and the def2-TZVPD basis

ORCA input file:
```
! wB97M-V def2-TZVPD RIJCOSX def2/J DEFGRID3
* xyz 0 1
C 2.9453 -0.4451 -0.8672
C 0.6108 0.2400 0.4017
C -0.6668 -0.3647 1.1130
C -1.8459 -0.8498 0.1488
H 3.5060 0.0976 -0.0312
H 3.5096 -1.4593 -1.4732
H 2.4727 0.4908 -1.4794
H -0.3676 -1.2198 1.7834
H -1.1005 0.6338 1.6248
H -2.1575 -2.3344 -0.0879
H -3.9529 0.9909 -1.4320
H -3.5626 -1.1103 -1.3324
N -2.6420 0.2894 0.0300
N -3.9394 -0.0681 -0.6629
S 1.6392 -1.0946 0.0939
S 0.9522 1.7745 0.0361
*
```

Values from the calculation:
relative energy (zero: lowest compared OMol25 entry of this formula, charge and spin): 7.8227 eV
molecular weight: 148.3 Da
electronic energy: -28920.486 eV
Kohn-Sham gap: 8.6 eV

Molecular formula: C3H3NS
Method: DFT, the ωB97M-V functional and the def2-TZVPD basis

ORCA input file:
```
! wB97M-V def2-TZVPD RIJCOSX def2/J DEFGRID3
* xyz 0 1
C -1.1406 1.1267 0.0318
C -0.4261 -0.0294 -0.0176
C 0.9566 -0.3207 0.0540
N -1.6917 2.1440 -0.1158
S -1.7544 -1.8171 0.2082
H 1.5255 0.7051 0.2250
H 1.3207 -0.5587 -1.0736
H 1.2100 -1.2499 0.6881
*
```

Values from the calculation:
relative energy (zero: lowest compared OMol25 entry of this formula, charge and spin): 3.8445 eV
molecular weight: 85.1 Da
electronic energy: -15479.913 eV
Kohn-Sham gap (alpha / beta): 6.3 / 6.3 eV
SMILES: CC(=S)C#N

- The highest molecular weight belongs to which entry?
  C38H31Cl2GeN4O5SSeSn